Entry from the OMol25 dataset: a structure of composition C68H81GeN3O6Sc (ωB97M-V with the def2-TZVPD basis set).

XYZ file:
```
160
C68H81GeN3O6Sc (ωB97M-V with the def2-TZVPD basis set)
Sc 1.4694 0.4811 0.7222
C 2.2064 -2.7759 -0.3170
O 1.2290 -1.7202 -0.2862
C 0.1468 -1.9596 -1.1381
C 0.2822 -1.7132 -2.5038
C 1.4884 -0.9983 -3.0721
C 1.1753 0.4464 -3.3884
C 0.8924 0.8531 -4.6904
C 0.5998 2.1739 -5.0077
C 0.6356 3.1014 -3.9648
C 0.9109 2.7340 -2.6596
C 0.9294 3.7404 -1.5332
C -0.3769 3.6860 -0.7712
C -1.5256 4.2173 -1.3380
C -2.7721 4.1347 -0.7227
C -2.8489 3.4432 0.4786
C -1.7223 2.8976 1.0868
C -1.8686 2.0965 2.3607
C -2.4169 0.7176 2.0694
C -3.7762 0.4593 2.2336
C -4.3329 -0.7834 1.9666
C -3.4609 -1.7863 1.5439
C -2.1048 -1.5695 1.3680
C -1.2055 -2.6754 0.8730
C -1.0058 -2.5238 -0.6169
C -2.0150 -2.9062 -1.4976
C -1.8957 -2.7401 -2.8694
C -0.7428 -2.1162 -3.3437
C -2.9510 -3.2285 -3.8602
C -3.4996 -2.0337 -4.6509
C -2.3010 -4.2294 -4.8266
C -4.1181 -3.9262 -3.1616
C -1.5746 -0.2917 1.5956
O -0.2748 -0.0516 1.4036
C -5.8208 -1.0874 2.1264
C -6.0109 -2.2190 3.1462
C -6.3954 -1.5235 0.7712
C -6.6081 0.1298 2.6123
C -0.4922 3.0609 0.4666
O 0.6643 2.6440 1.1405
C 1.1846 3.6792 1.9800
C -3.9819 4.8016 -1.3752
C -4.2265 4.1752 -2.7546
C -3.6990 6.3022 -1.5352
C -5.2502 4.6399 -0.5373
C 1.1390 1.3855 -2.3601
O 1.3283 1.0176 -1.0996
C 0.2672 2.6391 -6.4239
C 0.2543 1.4826 -7.4236
C 1.3126 3.6632 -6.8888
C -1.1210 3.2946 -6.4306
H 1.9843 -3.4566 -1.1379
H 3.1877 -2.3296 -0.4570
H 2.1729 -3.3263 0.6265
H 2.3062 -1.0525 -2.3528
H 1.8052 -1.4914 -3.9929
H 0.9147 0.1003 -5.4691
H 0.4446 4.1499 -4.1718
H 1.7579 3.5215 -0.8584
H 1.0724 4.7384 -1.9510
H -1.4316 4.7048 -2.3024
H -3.8020 3.3070 0.9731
H -0.8999 2.0186 2.8524
H -2.5565 2.6065 3.0375
H -4.3996 1.2701 2.5902
H -3.8443 -2.7830 1.3493
H -0.2403 -2.6314 1.3767
H -1.6692 -3.6374 1.0953
H -2.9091 -3.3474 -1.0763
H -0.6287 -1.9292 -4.4062
H -2.7085 -1.5172 -5.1962
H -4.2471 -2.3681 -5.3742
H -3.9689 -1.3121 -3.9795
H -1.5243 -3.7580 -5.4298
H -1.8449 -5.0538 -4.2752
H -3.0517 -4.6423 -5.5041
H -4.6549 -3.2454 -2.4978
H -4.8247 -4.2880 -3.9107
H -3.7808 -4.7857 -2.5791
H -5.5138 -3.1355 2.8265
H -5.5989 -1.9342 4.1163
H -7.0734 -2.4389 3.2746
H -5.9095 -2.4294 0.4056
H -7.4659 -1.7251 0.8582
H -6.2512 -0.7408 0.0238
H -6.2512 0.4768 3.5839
H -6.5432 0.9582 1.9039
H -7.6611 -0.1367 2.7196
H 0.4335 3.9676 2.7188
H 2.0690 3.2871 2.4678
H 1.4515 4.5465 1.3731
H -3.3521 4.2701 -3.3998
H -4.4552 3.1122 -2.6578
H -5.0684 4.6653 -3.2492
H -2.8571 6.4829 -2.2046
H -4.5740 6.8091 -1.9480
H -3.4639 6.7539 -0.5695
H -5.5227 3.5894 -0.4181
H -5.1354 5.0832 0.4538
H -6.0801 5.1443 -1.0353
H 1.2324 1.0031 -7.4966
H -0.4842 0.7256 -7.1521
H -0.0045 1.8619 -8.4140
H 2.3129 3.2269 -6.8649
H 1.1018 3.9856 -7.9114
H 1.3170 4.5476 -6.2503
H -1.8805 2.5897 -6.0863
H -1.1534 4.1678 -5.7772
H -1.3840 3.6194 -7.4403
N 5.0993 0.3550 -1.7436
C 5.0510 1.2935 -0.6291
C 3.8736 1.0166 0.2717
O 3.3308 1.9272 0.9315
O 3.4103 -0.1732 0.3356
H 5.7436 0.6857 -2.4501
H 4.1848 0.2876 -2.1768
H 4.9854 2.3478 -0.9146
H 5.9520 1.1715 -0.0170
C 5.6485 -2.4731 0.9630
Ge 4.4244 -1.9859 2.4305
C 5.6937 -0.9930 3.5742
C 6.4704 -1.7036 4.4899
C 7.5387 -1.0974 5.1382
C 7.8538 0.2278 4.8728
C 7.0904 0.9477 3.9649
C 6.0167 0.3406 3.3262
C 3.8911 -3.6774 3.2915
C 4.2177 -4.8574 2.6700
C 3.7096 -6.0994 3.1185
C 2.8456 -6.1459 4.1701
C 2.4699 -4.9562 4.8447
C 1.5840 -4.9872 5.9506
C 1.2766 -3.8460 6.6312
C 1.8395 -2.6139 6.2313
C 2.6688 -2.5504 5.1488
C 3.0060 -3.7184 4.4157
H 6.5874 -2.7932 1.4191
H 5.8326 -1.5888 0.3523
H 5.2799 -3.2563 0.3018
H 6.2416 -2.7445 4.6941
H 8.1293 -1.6634 5.8480
H 8.6958 0.6957 5.3668
H 7.3364 1.9799 3.7471
H 5.4324 0.9183 2.6166
H 4.8898 -4.8543 1.8214
H 4.0077 -7.0107 2.6153
H 2.4445 -7.0903 4.5192
H 1.1620 -5.9393 6.2505
H 0.6094 -3.8799 7.4829
H 1.6160 -1.7171 6.7949
H 3.1005 -1.6004 4.8499
N 0.7329 0.1735 3.9022
C 0.8525 0.5392 5.1837
C 2.0667 1.1821 5.3061
C 2.6082 1.1549 4.0137
N 1.7909 0.5399 3.1659
H -0.0345 -0.2757 3.4217
H 0.0753 0.3312 5.8993
H 2.4992 1.6075 6.1941
H 3.5538 1.5351 3.6677
```

E_tot in eV: -165810.0782
ΔE to the lowest compared entry with this formula, charge and spin in kJ/mol: 23.13
Expectation value of S²: 0.7529
2S+1: 2
Lowest unoccupied orbital energy (spin up / spin down) in eV: 0.53 / -0.56
Maximum force in eV Å⁻¹: 0.655